No. 1
Computed, not measured: a molecular structure, C7H32F6MnN11O15S2 in a non-equilibrium geometry, with ωB97M-V/def2-TZVPD.

Results
charge: +1
2S+1: 6
electronic energy: -124176.4529 eV

Last column: Löwdin spin population.
Atoms and positions in Å:
Mn  -0.9667  -0.5556  -0.6680  4.694
C  -3.6957  -2.5644  -3.1633  0.002
F  -2.6827  -3.2254  -3.8137  0.001
F  -3.5234  -1.2584  -3.3319  0.000
F  -4.9098  -2.9003  -3.5595  0.000
S  -3.3684  -2.8434  -1.2918  0.009
O  -4.4832  -3.5473  -0.6648  0.008
O  -2.1223  -3.6739  -1.1945  0.002
N  -2.8789  -1.2739  -0.5846  0.037
S  -4.3091  -0.5365  -0.2070  0.010
O  -4.1009  0.8854  -0.2216  0.001
O  -5.5127  -0.9140  -0.9750  0.006
C  -4.6576  -1.1152  1.5762  0.002
F  -3.9109  -0.5578  2.4401  0.000
F  -5.8840  -0.8727  1.9496  0.001
F  -4.5457  -2.4683  1.6019  0.000
O  -1.5595  -2.6369  3.0347  0.000
H  -2.3901  -2.3829  3.4371  0.000
H  -1.4998  -3.5807  3.1830  0.000
O  0.7515  1.4597  -4.1646  0.000
H  0.6655  1.5194  -5.1161  0.000
H  1.3784  0.7501  -4.0244  0.000
O  -0.0631  -2.0421  0.7971  0.036
H  -0.6088  -2.1739  1.5724  0.001
H  0.7505  -2.5061  0.9945  0.002
O  -3.0828  2.3311  2.3922  0.001
H  -3.0843  1.9218  3.2575  0.000
H  -3.9757  2.2117  2.0687  0.000
O  -1.2950  0.9642  0.8388  0.043
H  -0.5777  1.2034  1.4256  0.002
H  -2.0672  1.3806  1.2215  0.002
O  -1.4956  1.0277  -2.0826  0.037
H  -0.7513  1.4114  -2.5463  0.002
H  -2.2517  1.2300  -2.6336  0.003
C  2.5828  -1.8015  3.4371  0.000
O  1.4907  -2.2969  3.2420  0.001
N  3.5905  -1.9171  2.6422  0.000
N  2.9289  -1.0827  4.4856  0.000
H  4.5480  -1.6465  2.8158  0.000
H  3.5569  -2.7865  2.1292  0.000
H  2.2219  -0.7498  5.1254  0.000
H  3.9022  -1.1123  4.7537  0.000
C  0.6592  -2.0882  -3.1074  0.008
O  -0.2862  -1.6193  -2.4523  0.035
N  0.8892  -1.7320  -4.3749  0.003
N  1.5311  -3.0073  -2.7348  0.002
H  0.2564  -1.0214  -4.7137  0.000
H  1.7255  -2.0742  -4.8261  0.000
H  2.2463  -3.1918  -3.4236  0.000
H  1.5309  -3.3631  -1.7896  0.000
C  1.7731  2.7310  2.5650  0.000
O  0.7264  3.3379  2.4181  0.000
N  1.8834  1.6005  3.2300  0.000
N  2.9400  3.1301  2.1170  0.000
H  0.9844  1.1998  3.4565  0.000
H  2.7101  1.0245  3.1592  0.000
H  2.8946  3.9222  1.4919  0.000
H  3.7379  2.5431  2.3144  0.000
C  2.1039  0.3977  -0.5637  0.008
O  0.9848  0.1378  -0.6865  0.034
N  2.9110  -0.2339  0.1586  0.002
N  2.7871  1.3174  -1.1377  0.002
H  3.8420  0.1365  0.2855  0.000
H  2.6144  -1.1009  0.5834  0.000
H  3.6522  1.7034  -0.7875  0.000
H  2.3107  2.0452  -1.6509  0.000
C  1.7149  4.2106  -0.9533  0.000
O  2.7011  4.5234  -0.3463  0.000
N  0.5976  3.8562  -0.3928  0.000
N  1.7428  4.1714  -2.2480  0.000
H  0.6650  3.8255  0.6145  0.000
H  -0.2580  3.6854  -0.9017  0.000
H  0.8099  4.2081  -2.6332  0.000
H  2.5054  4.4506  -2.8486  0.000


No. 2
Computed, not measured: 13 unconnected molecules or ions with the total composition C7H32O12 in a non-equilibrium geometry, with ωB97M-V/def2-TZVPD.

Results
2S+1: 1
electronic energy: -32346.5547 eV
energy above the lowest of the compared OMol25 structures with the same formula, charge and spin: 1.4561 eV

Last column: Löwdin charge in e.
Atoms and positions in Å:
C  -0.7060  1.4342  -3.4762  -0.038
C  1.6288  0.8816  -2.8300  -0.063
C  0.3026  1.0136  -2.4558  -0.301
C  -0.0041  0.8307  -1.1303  -0.071
C  1.0731  0.6264  -0.2417  -0.093
C  2.4062  0.6449  -0.5428  -0.067
C  2.6363  0.6867  -1.9017  -0.094
H  -0.2357  1.4719  -4.4745  0.091
H  -1.1231  2.3258  -2.9163  0.111
H  -1.5163  0.7920  -3.7044  0.050
H  1.9674  0.8021  -3.8537  0.112
H  -0.9552  0.6701  -0.6325  0.077
H  0.6654  0.3893  0.7306  0.085
H  3.2080  0.8708  0.1547  0.112
H  3.6257  0.4902  -2.3592  0.122
H  -1.7069  -0.0805  2.2088  0.020
H  -1.9737  1.3779  2.6163  0.063
O  -1.4498  0.6072  2.9021  -0.082
H  -1.5318  -2.2597  2.0813  0.064
H  -1.1745  -1.9568  0.7015  0.113
O  -1.6566  -1.4912  1.5212  -0.085
H  1.7048  1.9427  2.5182  -0.016
H  2.9278  2.9096  3.0418  0.038
O  2.0602  2.8207  2.6583  -0.057
H  -2.6016  1.1813  -1.2365  0.023
H  -3.1310  2.3519  -0.6551  0.065
O  -3.4973  1.5282  -1.0325  -0.073
H  0.8720  -2.2812  1.8482  0.028
H  1.5184  -3.3396  0.8174  0.055
O  0.7291  -3.0577  1.2890  -0.042
H  -0.7066  -3.7824  -2.2733  0.042
H  -0.3674  -2.5041  -1.7607  0.009
O  0.0920  -3.3367  -1.9904  -0.070
H  -0.8521  3.6969  0.7736  0.053
H  -0.3823  2.3970  1.4031  0.028
O  -1.1221  2.7917  0.9054  -0.046
H  0.9759  1.2630  4.6344  0.054
H  -0.0972  0.6085  3.6401  0.010
O  0.8686  0.5446  3.9876  -0.127
H  2.8739  0.2087  3.5217  0.002
H  2.3375  -0.9590  2.5733  -0.014
O  3.0382  -0.3804  2.8000  -0.040
H  -3.9005  -0.3303  0.3537  0.016
H  -4.6821  0.5817  -0.2555  0.022
O  -4.5481  -0.3739  -0.3598  -0.093
H  2.2613  -3.5174  -2.0662  0.005
H  1.9201  -2.1618  -2.6889  0.009
O  2.6148  -2.6506  -2.2401  -0.070
H  -2.1151  -1.0403  -2.0345  0.062
H  -2.8057  -1.7672  -0.8657  0.058
O  -1.9370  -1.6021  -1.2710  -0.056


No. 3
Computed, not measured: 9 unconnected molecules or ions with the total composition C7H33NO8 in a non-equilibrium geometry, with ωB97M-V/def2-TZVPD.

Results
2S+1: 1
SMILES: CC(C)CCN(C)C.O.O.O.O.O.O.O.O
electronic energy: -25660.5372 eV
energy above the lowest of the compared OMol25 structures with the same formula, charge and spin: 3.5053 eV

Last column: Löwdin charge in e.
Atoms and positions in Å:
C  0.0406  -3.2553  -0.4749  -0.044
C  -0.1421  -1.6978  -0.7616  -0.388
C  -0.9814  -1.5519  -1.9938  -0.118
C  1.2732  -0.9591  -1.1002  -0.118
C  1.1369  0.5883  -0.8940  -0.168
N  0.6479  0.9567  0.5399  -0.273
C  1.5596  0.7020  1.6875  -0.071
C  0.1551  2.3763  0.3917  -0.083
H  0.6818  -3.4205  0.2970  -0.011
H  -0.9746  -3.7481  -0.3365  0.105
H  0.6099  -3.7474  -1.3272  0.102
H  -0.6063  -1.0947  0.0595  0.081
H  -0.9206  -0.5884  -2.6691  0.091
H  -2.0297  -1.7283  -1.7176  0.078
H  -0.5572  -2.3137  -2.6876  0.087
H  1.5388  -0.9887  -2.2363  0.139
H  2.0606  -1.3814  -0.5505  0.070
H  0.4530  0.9863  -1.5897  0.074
H  2.1436  1.1016  -0.9530  0.117
H  2.4954  0.2982  1.3221  0.077
H  1.7482  1.5290  2.4081  0.089
H  1.0865  -0.1198  2.2760  0.055
H  0.5342  2.8795  1.4199  0.120
H  -0.9538  2.2684  0.2760  0.055
H  0.7510  3.0941  -0.2196  0.086
O  -2.4055  2.6878  -3.3943  -0.029
H  -2.7021  2.1956  -2.6960  -0.028
H  -2.7818  3.6041  -3.3469  0.076
O  -0.5512  2.0060  3.9106  0.017
H  -0.5566  1.2882  4.4343  -0.050
H  -0.7421  1.4935  3.1747  -0.021
O  0.1548  0.6819  -4.5718  -0.038
H  0.6477  1.3861  -4.2665  -0.022
H  -0.8023  0.9029  -4.5205  0.046
O  -2.5799  -1.8323  2.4097  -0.062
H  -2.6782  -1.3683  1.6250  -0.038
H  -3.3835  -1.4908  2.9439  0.117
O  -2.0832  0.3375  0.4016  -0.114
H  -1.1338  0.1264  0.1774  -0.007
H  -1.9953  1.3286  0.2411  0.033
O  3.4641  2.7105  -2.5843  0.017
H  3.0525  3.4157  -3.1105  0.062
H  3.7139  2.0806  -3.1098  -0.067
O  1.9501  -2.5300  2.7739  -0.096
H  1.6665  -3.0610  1.9728  0.042
H  1.2986  -1.8283  3.0431  0.021
O  -1.1083  -1.0351  4.5091  -0.086
H  -1.0276  -1.7452  5.1667  0.050
H  -1.1675  -1.5396  3.6505  0.022


No. 4
Computed, not measured: 11 unconnected molecules or ions with the total composition C7H35NO10 in a non-equilibrium geometry, with ωB97M-V/def2-TZVPD.

Results
2S+1: 1
SMILES: C/C=C(\C)C[C@@H](C)N.O.O.O.O.O.O.O.O.O.O
electronic energy: -29790.3618 eV
energy above the lowest of the compared OMol25 structures with the same formula, charge and spin: 1.3167 eV

Last column: Löwdin charge in e.
Atoms and positions in Å:
C  1.3606  0.5053  1.6804  -0.058
C  0.2085  0.9366  0.7937  -0.145
C  -0.4597  0.1161  -0.0233  -0.243
C  -0.0829  -1.3619  -0.0287  -0.050
C  -1.2825  0.6714  -1.1905  -0.125
C  -1.9576  -0.3770  -2.0855  -0.459
C  -3.3560  -0.6061  -1.4912  -0.045
N  -1.9107  0.1054  -3.4684  0.021
H  1.5390  -0.5545  1.5917  0.040
H  2.2251  1.0651  1.2949  0.076
H  1.2011  0.9320  2.6718  0.069
H  -0.0056  1.9865  0.8809  0.057
H  -0.2820  -1.8093  0.9573  0.060
H  -0.7575  -2.0395  -0.5515  0.084
H  0.9445  -1.3913  -0.3203  0.041
H  -2.0159  1.4106  -0.8563  0.108
H  -0.5678  1.2005  -1.8206  0.110
H  -1.4041  -1.2997  -2.1528  0.096
H  -3.2723  -0.7056  -0.4110  0.054
H  -3.8681  -1.4581  -1.9356  0.077
H  -3.9278  0.3064  -1.6729  0.080
H  -2.3174  1.0269  -3.5961  0.069
H  -2.4884  -0.4569  -4.0825  0.066
O  -1.7251  1.1734  3.6374  -0.044
H  -1.0100  0.7320  4.0909  0.052
H  -1.5569  1.8250  2.9537  0.012
O  0.6214  4.1568  1.1311  -0.050
H  -0.2127  3.6797  1.0919  -0.018
H  0.6019  4.5513  2.0047  0.041
O  2.2916  2.3954  -1.8811  -0.048
H  3.1725  2.7804  -1.8102  0.037
H  2.4277  1.5217  -1.4954  0.000
O  2.8004  -2.4602  -0.4696  -0.092
H  3.1485  -1.7189  -0.9999  0.003
H  2.0181  -2.6423  -1.0200  0.026
O  3.3380  -2.5423  1.9820  -0.085
H  3.2808  -1.9369  1.2241  -0.002
H  3.1083  -3.3858  1.5863  0.021
O  -0.0720  -2.9792  2.5724  -0.055
H  0.8362  -3.2652  2.4166  0.029
H  -0.2120  -2.9587  3.5248  0.048
O  1.4001  -2.2687  -2.8586  -0.034
H  0.6865  -1.8576  -3.3503  0.051
H  2.1262  -1.6655  -2.6891  0.006
O  3.8058  -0.4316  -2.0623  -0.032
H  4.1912  0.2788  -1.5335  0.068
H  4.5076  -0.5383  -2.7222  0.090
O  -2.5052  3.3253  1.5727  -0.040
H  -3.3195  3.0256  1.9822  0.056
H  -2.6334  3.7588  0.7272  0.053
O  -3.1958  -0.5024  2.1722  -0.073
H  -3.0702  0.0489  1.3906  -0.004
H  -2.3725  -0.3027  2.6478  0.000